1.
C26H24ClMoN6O8 | the ωB97M-V functional and the def2-TZVPD basis

Properties
LUMO = -4.52 eV
HOMO level = -11.24 eV
Maximum force = 2.9 eV Å⁻¹

```
! RIJCOSX wB97M-V def2-TZVPD def2/J DEFGRID3
* xyz 1 1
Mo 0.052 1.082 0.325
Cl -0.982 -3.884 -4.216
O 3.551 -1.385 -1.431
O -0.835 3.770 -2.569
O 1.049 1.166 1.977
O 1.921 6.906 0.870
O 3.801 1.845 -0.553
O -0.584 1.968 -1.254
O 2.586 2.204 3.225
O 1.752 1.032 -0.535
N 0.112 -0.913 0.359
N -1.521 1.066 1.058
N 0.531 3.077 0.559
N 0.367 -5.536 -0.086
N -1.249 -4.221 -1.087
N 0.374 -3.312 0.311
C 1.862 4.701 1.676
C 2.430 -1.891 -2.026
C 2.477 -3.269 -2.309
C -5.165 0.476 2.827
C -3.117 1.729 2.693
C 0.183 -2.083 0.282
C 1.438 -3.851 -3.012
C -4.810 -0.263 1.708
C 1.480 5.669 0.722
C 0.234 3.952 -0.406
C 0.668 5.263 -0.353
C -0.180 -4.347 -0.301
C 3.043 0.910 -0.496
C 3.527 -0.547 -0.295
C -3.604 -0.050 1.070
C 1.337 -1.143 -2.452
C -0.476 3.235 -1.557
C 3.651 -4.073 -1.854
C -3.184 -0.802 -0.160
C -4.332 1.477 3.301
C -2.724 0.928 1.595
C 0.340 -3.098 -3.402
C 1.744 2.193 2.374
C 0.281 -1.746 -3.121
C -2.209 2.840 3.123
C 1.359 3.426 1.544
H -0.001 -6.375 -0.500
H 3.573 -5.102 -2.189
H -2.108 3.565 2.309
H 1.652 7.496 0.149
H 1.498 -4.899 -3.265
H -1.212 2.455 3.359
H -1.579 -3.297 -1.323
H -2.461 -1.577 0.102
H 3.730 -4.052 -0.767
H 1.139 -5.604 0.555
H 1.286 -0.074 -2.307
H -5.484 -1.019 1.335
H -2.701 -0.116 -0.869
H -6.107 0.290 3.317
H 2.903 -0.988 0.504
H 0.389 5.954 -1.136
H 4.563 -3.636 -2.253
H 2.540 4.956 2.477
H -4.040 -1.269 -0.641
H -4.622 2.065 4.159
H -2.613 3.346 3.996
H 4.575 -0.507 0.019
H -1.535 -4.963 -1.707
H -0.557 -1.148 -3.453
*
```



2.
C4H7NO | the ωB97M-V functional and the def2-TZVPD basis

Properties
LUMO (spin up / spin down) = 0.95 / -1.42 eV
HOMO level (spin up / spin down) = -5.75 / -10.88 eV
Maximum force = 4.0 eV Å⁻¹
<S²> = 2.015

```
! RIJCOSX wB97M-V def2-TZVPD def2/J DEFGRID3
* xyz 0 3
O -1.187 0.395 -2.307
N 1.991 1.394 -0.803
C -0.174 0.259 -1.381
C -1.437 -0.459 -1.178
C 0.973 0.803 -1.111
C 0.123 -0.343 1.893
H 0.402 -0.440 2.949
H 0.570 0.396 1.288
H -1.342 -1.590 -1.377
H -0.934 -0.043 1.847
H 0.223 -1.281 1.539
H -2.170 -0.328 -0.415
H 2.963 1.239 -0.943
*
```



3.
C32H42BrGeI2N6O3PbSe | the ωB97M-V functional and the def2-TZVPD basis

Properties
LUMO = -2.39 eV
HOMO level = -9.86 eV
Maximum force = 0.3 eV Å⁻¹

```
! RIJCOSX wB97M-V def2-TZVPD def2/J DEFGRID3
* xyz 1 1
Pb -0.484 -0.693 1.323
I -4.020 0.828 8.046
I -2.357 -4.098 5.086
Br 7.176 -1.652 2.472
Se -0.825 1.668 -1.045
Ge -2.998 3.181 -2.970
O 2.126 -0.205 2.469
O -1.234 -1.892 3.147
O 1.996 -0.119 -0.190
N 0.663 -3.113 1.251
N -1.320 0.840 3.250
N 3.567 0.280 -2.549
N 4.880 -1.527 -2.636
N -3.051 -0.885 0.995
N -1.258 -2.305 -0.868
C -0.519 -3.576 -0.852
C -0.196 -4.075 0.547
C -2.479 2.190 5.368
C 3.209 -0.438 0.384
C -2.499 0.775 5.370
C -2.723 -2.420 -0.889
C 5.572 -1.156 1.612
C -1.886 0.130 4.266
C 3.789 0.040 -3.897
C 4.330 -0.728 -0.382
C 4.993 -1.641 -5.152
C 4.465 -0.843 2.391
C 4.571 -1.005 -6.301
C -2.410 -2.017 5.197
C -1.896 2.876 4.341
C 4.284 -0.680 -1.855
C 3.359 0.691 -5.049
C -3.359 -2.229 0.478
C -1.438 3.606 -4.062
C -3.075 -0.025 6.385
C -3.028 -1.389 6.291
C 0.542 3.025 -0.769
C -3.810 1.497 -3.537
C -1.323 2.151 3.284
C 3.768 0.147 -6.251
C 4.596 -1.101 -3.929
C -1.818 -1.309 4.159
C 5.520 -1.109 0.239
C 3.272 -0.494 1.779
C -4.278 4.648 -2.980
C -2.378 2.863 -1.116
C 2.157 -0.377 3.889
H 3.463 0.618 -7.176
H 5.619 -2.524 -5.182
H 1.464 2.511 -0.503
H -4.614 4.829 -4.003
H -3.036 -3.388 -1.294
H 0.725 -3.357 2.234
H 1.144 -0.188 4.236
H -0.700 2.806 -4.001
H 1.602 -3.108 0.865
H -4.435 -2.400 0.395
H -0.981 4.540 -3.731
H 0.264 -5.063 0.465
H 4.866 -1.395 -7.266
H -1.733 3.725 -5.106
H -2.932 2.722 6.194
H 0.671 3.605 -1.678
H 3.227 1.147 -2.167
H 2.448 -1.395 4.153
H -1.071 -4.357 -1.385
H -0.857 2.659 2.444
H -3.116 -1.650 -1.559
H -2.086 3.787 -0.617
H -3.161 2.400 -0.515
H -5.151 4.417 -2.368
H 2.840 0.336 4.352
H -0.966 -1.772 -1.675
H 2.744 1.582 -5.009
H 0.244 3.673 0.052
H -4.117 1.546 -4.582
H -2.961 -2.948 1.196
H -3.818 5.563 -2.605
H -1.111 -4.187 1.131
H -1.872 3.957 4.333
H 6.376 -1.358 -0.372
H 0.421 -3.425 -1.391
H 2.027 -0.367 -1.125
H -3.471 -1.999 7.067
H -3.091 0.681 -3.433
H -3.417 -0.782 1.937
H 4.544 -0.883 3.466
H -4.692 1.275 -2.933
H -3.476 -0.168 0.415
*
```



4.
C5H12O3 | the ωB97M-V functional and the def2-TZVPD basis

Properties
LUMO = -0.17 eV
HOMO level = -8.02 eV
Maximum force = 5.7 eV Å⁻¹

```
! RIJCOSX wB97M-V def2-TZVPD def2/J DEFGRID3
* xyz 0 1
O -1.433 0.964 1.508
O 0.179 3.013 0.191
O 1.777 0.117 0.317
C 0.844 -0.497 -0.578
C 0.352 -2.161 1.332
C -0.447 0.567 -2.286
C -0.016 -1.502 -0.034
C 0.764 -0.100 -1.923
H -0.221 2.190 0.568
H -0.124 3.782 0.656
H 0.290 -3.267 0.977
H -0.176 -0.655 -2.495
H 1.393 -2.041 1.769
H -0.427 -2.256 -0.772
H -1.017 0.936 -1.425
H 2.145 0.785 -0.284
H -0.445 -2.194 2.043
H -1.794 0.988 2.409
H -1.204 0.072 1.126
H -0.442 1.260 -3.101
*
```



5.
C14H21N3O2S2 | the ωB97M-V functional and the def2-TZVPD basis

Properties
LUMO = 0.64 eV
HOMO level = -8.49 eV
Maximum force = 0.7 eV Å⁻¹

```
! RIJCOSX wB97M-V def2-TZVPD def2/J DEFGRID3
* xyz 0 1
S 3.796 -2.541 1.571
S -1.458 -2.435 -2.180
O -2.944 3.296 -2.707
O 0.216 0.802 1.096
N -3.030 -0.345 -2.082
N -0.936 -0.107 -1.093
N 0.207 -0.701 -0.567
C -3.217 1.711 -4.450
C -4.297 2.784 -4.573
C 2.410 -0.567 2.417
C 4.846 -2.417 6.204
C -1.834 -0.874 -1.746
C 4.012 -2.478 4.932
C -3.400 1.045 -1.983
C 4.282 -1.273 4.023
C 0.697 -0.207 0.605
C -2.690 1.939 -3.027
C 1.846 -0.933 1.162
C 2.502 -1.991 0.596
C -3.689 3.914 -3.744
C 3.467 -1.333 2.780
H -1.188 0.721 -0.556
H -3.568 -0.930 -2.704
H 4.617 -1.516 6.768
H 4.243 -3.395 4.384
H -4.486 3.082 -5.601
H 5.907 -2.411 5.965
H 2.020 0.246 3.000
H -2.424 1.890 -5.175
H 2.320 -2.481 -0.340
H 4.641 -3.278 6.835
H -3.013 4.525 -4.358
H -5.231 2.445 -4.125
H 5.345 -1.253 3.769
H -4.481 1.117 -2.115
H -3.160 1.429 -0.988
H -1.610 1.758 -2.959
H -3.597 0.701 -4.592
H -4.434 4.567 -3.284
H 4.042 -0.351 4.557
H 2.950 -2.501 5.188
H 0.320 -1.656 -0.903
*
```



6.
C3H9NO | the ωB97M-V functional and the def2-TZVPD basis

Properties
LUMO = 1.05 eV
HOMO level = -9.67 eV
Maximum force = 2.3 eV Å⁻¹

```
! RIJCOSX wB97M-V def2-TZVPD def2/J DEFGRID3
* xyz 0 1
O -0.181 -0.524 -1.078
N -1.866 1.320 1.336
C -2.488 0.236 1.102
C 1.081 0.129 -0.849
C 2.168 -0.801 -0.379
H 3.170 -0.380 -0.508
H -3.423 0.095 1.661
H -2.240 1.775 2.165
H 1.392 0.617 -1.807
H 2.079 -1.714 -0.990
H 0.939 1.000 -0.212
H 2.002 -1.127 0.647
H -0.563 0.040 -1.745
H -2.069 -0.665 0.658
*
```



7.
C4H11NO2 | the ωB97M-V functional and the def2-TZVPD basis

Properties
LUMO = 0.57 eV
HOMO level = -9.98 eV
Maximum force = 3.4 eV Å⁻¹

```
! RIJCOSX wB97M-V def2-TZVPD def2/J DEFGRID3
* xyz 0 1
O 0.176 -0.852 -0.980
O 0.890 -1.332 -3.843
N -1.024 0.546 0.465
C 0.349 2.085 1.747
C -0.282 0.699 1.716
C 0.642 -0.542 1.953
C -0.900 -0.425 -0.495
H 0.516 2.242 2.905
H 0.305 -1.189 -2.982
H 1.130 -0.618 2.961
H -1.032 0.769 2.629
H 1.337 -0.455 1.088
H -0.371 2.743 1.379
H 1.217 2.269 1.138
H 0.486 -2.010 -4.417
H -1.886 -0.696 -1.006
H -1.881 1.046 0.322
H -0.039 -1.351 1.786
*
```



8.
C28H32F4N5O2 | the ωB97M-V functional and the def2-TZVPD basis

Properties
LUMO = -3.66 eV
HOMO level = -11.21 eV
Maximum force = 1.5 eV Å⁻¹

```
! RIJCOSX wB97M-V def2-TZVPD def2/J DEFGRID3
* xyz 1 1
F -4.167 -1.276 1.921
F -2.290 -0.191 2.039
F -5.068 1.569 1.043
F -4.491 -0.130 -0.202
O 0.286 0.895 0.881
O 1.307 1.810 2.605
N 5.577 2.418 3.236
N -2.472 2.851 2.089
N -2.077 -0.186 -4.184
N -2.714 1.332 -1.230
N -0.947 -3.591 -0.817
C 0.860 -0.288 0.306
C 6.886 0.504 3.841
C -2.307 0.014 -5.484
C -1.851 -2.255 -6.030
C 1.195 1.754 1.429
C 0.180 -4.292 -0.723
C 1.953 2.678 0.515
C -2.158 -5.613 -0.378
C -3.625 -0.055 1.995
C 1.556 -1.155 1.342
C 5.739 -0.201 4.171
C -2.091 -4.255 -0.644
C -1.606 -2.480 -4.685
C -2.205 2.553 0.755
C 1.234 4.038 0.240
C -1.162 3.182 0.033
C 4.484 1.727 3.560
C -1.734 -1.417 -3.806
C -0.976 2.889 -1.304
C 0.224 -5.652 -0.461
C 4.510 0.422 4.028
C -2.955 1.581 0.078
C -0.219 4.138 0.720
C 6.750 1.805 3.380
C -2.209 -0.982 -6.440
C -4.039 0.744 0.716
C -1.770 1.950 -1.925
C -0.974 -6.325 -0.285
H -3.980 0.449 2.890
H -2.584 1.024 -5.766
H 2.547 -0.779 1.580
H -0.581 5.142 0.492
H 1.094 -3.726 -0.868
H 0.019 -0.838 -0.107
H 2.156 2.180 -0.429
H -2.996 -3.663 -0.726
H -0.230 4.043 1.800
H 7.865 0.056 3.937
H 0.970 -1.263 2.246
H 5.804 -1.218 4.536
H -1.547 -1.555 -2.746
H 3.543 2.249 3.435
H -1.763 -3.060 -6.747
H -3.115 -6.098 -0.245
H -3.263 0.625 -1.713
H -2.145 3.775 2.337
H -0.984 -7.387 -0.078
H 3.588 -0.087 4.277
H 1.240 4.234 -0.826
H -3.472 2.875 2.258
H -0.188 3.346 -1.869
H 1.172 -6.168 -0.396
H 7.623 2.391 3.113
H 1.522 -0.075 -0.534
H -1.321 -3.457 -4.322
H 1.809 4.839 0.686
H 2.919 2.879 0.963
H -1.613 1.675 -2.953
H 1.686 -2.154 0.932
H -2.409 -0.764 -7.480
*
```



9.
C2H3AlO2 | the ωB97M-V functional and the def2-TZVPD basis

Properties
LUMO (spin up / spin down) = -13.78 / -14.96 eV
HOMO level (spin up / spin down) = -21.98 / -21.29 eV
Maximum force = 7.0 eV Å⁻¹

```
! RIJCOSX wB97M-V def2-TZVPD def2/J DEFGRID3
* xyz 2 1
Al -0.867 2.801 -0.708
O -0.246 1.721 0.219
O 2.055 -2.544 -0.061
C -0.587 0.411 0.075
C 1.123 -1.889 -0.016
H 0.112 -0.315 0.781
H -0.014 -0.279 -0.752
H -1.577 0.094 0.461
*
```



10.
C24H28Cl3CoN6O2S | the ωB97M-V functional and the def2-TZVPD basis

Properties
LUMO (spin up / spin down) = -4.22 / -4.15 eV
HOMO level (spin up / spin down) = -8.58 / -8.58 eV
Maximum force = 2.8 eV Å⁻¹
<S²> = 0.761

```
! RIJCOSX wB97M-V def2-TZVPD def2/J DEFGRID3
* xyz 1 2
Co -0.317 1.085 1.435
Cl -3.666 5.189 1.658
Cl -1.365 6.206 0.115
Cl -2.944 3.963 -0.893
S 1.526 -1.522 -0.535
O 0.530 -4.877 -6.302
O 1.717 -6.349 -5.138
N -1.594 0.808 3.236
N -1.924 0.666 0.570
N 1.511 1.432 1.784
N 0.253 1.344 -0.265
N 0.455 -0.877 2.424
N -0.801 3.015 1.770
C 1.510 1.826 -0.470
C -3.086 0.458 -1.622
C -2.293 4.761 0.599
C 2.378 -4.277 -3.276
C 0.252 -2.584 -2.693
C -1.937 0.816 -0.740
C -1.444 3.853 1.293
C -0.696 1.331 -1.243
C 0.921 2.240 -2.756
C -1.154 -0.257 4.145
C 3.751 1.861 0.798
C -0.542 -1.406 3.346
C 1.867 2.265 -1.736
C -2.976 0.678 2.738
C 2.031 0.940 3.031
C -3.026 0.113 1.310
C 1.409 -2.558 -1.904
C 2.267 1.721 0.748
C 2.477 -3.406 -2.217
C 0.172 -3.436 -3.775
C 1.767 -0.582 3.023
C 1.192 -5.274 -5.203
C -0.367 1.784 -2.515
C 1.234 -4.292 -4.075
H -2.936 -0.980 1.330
H -0.740 -3.466 -4.358
H -3.887 1.191 -1.520
H -0.574 -1.936 -2.439
H -1.550 1.680 3.756
H -0.396 0.157 4.814
H 4.221 0.890 0.961
H 0.588 -1.535 1.659
H -3.990 0.365 0.858
H 2.548 -1.055 2.421
H 1.186 2.597 -3.737
H -1.978 -0.641 4.760
H -1.107 1.802 -3.300
H 4.048 2.528 1.607
H -3.418 1.676 2.722
H 3.179 -4.960 -3.509
H -3.577 0.047 3.400
H 3.102 1.124 3.157
H -3.489 -0.519 -1.360
H 1.827 -0.981 4.041
H 4.129 2.257 -0.139
H -0.112 -2.144 4.038
H -1.320 -1.899 2.764
H -2.771 0.442 -2.660
H 1.489 1.420 3.852
H 2.861 2.627 -1.936
H 3.366 -3.374 -1.607
H 0.213 -3.968 -6.240
*
```



11.
CH4ClNOS | the ωB97M-V functional and the def2-TZVPD basis

Properties
LUMO (spin up / spin down) = -0.39 / -0.30 eV
HOMO level (spin up / spin down) = -8.12 / -8.76 eV
Maximum force = 4.2 eV Å⁻¹

```
! RIJCOSX wB97M-V def2-TZVPD def2/J DEFGRID3
* xyz 0 1
Cl -0.208 -1.537 0.854
S 0.533 1.242 -0.781
O 1.916 1.014 -1.101
N -0.314 0.001 -1.546
C 0.036 0.038 1.668
H 0.877 0.017 2.257
H -0.883 0.532 1.893
H -1.020 -0.340 -0.947
H 0.318 -0.660 -1.791
*
```



12.
C6H24ClO6 | the ωB97M-V functional and the def2-TZVPD basis

Properties
LUMO = 3.28 eV
HOMO level = -6.36 eV
Maximum force = 3.4 eV Å⁻¹

```
! RIJCOSX wB97M-V def2-TZVPD def2/J DEFGRID3
* xyz -1 1
Cl 3.018 -1.246 14.194
O 0.519 0.014 15.867
O 2.714 -3.185 11.751
O 6.166 0.561 14.051
O 3.282 -3.916 15.628
O 2.300 1.608 12.872
O 4.425 -6.482 13.948
C 2.284 2.529 13.958
C 3.399 -2.322 10.895
C 5.735 1.165 12.881
C 1.314 0.064 17.075
C 2.077 -3.971 16.325
C 3.149 -6.384 13.352
H 2.295 0.512 16.915
H 6.642 1.419 12.263
H 3.310 -6.563 12.281
H 2.197 -3.787 17.429
H 1.447 -0.925 17.380
H 2.693 -5.389 13.434
H 2.503 -7.194 13.610
H 3.063 -2.564 9.877
H 2.677 -2.753 12.678
H 5.021 0.570 12.348
H 1.196 2.710 14.214
H 5.194 2.115 13.162
H 3.495 -2.980 15.578
H 1.378 -3.272 15.919
H 4.494 -2.584 10.981
H 2.746 3.473 13.721
H 3.224 -1.262 11.152
H 2.801 2.135 14.894
H 2.299 0.680 13.164
H 0.910 -0.506 15.210
H 5.359 0.354 14.474
H 1.769 -5.016 16.178
H 4.547 -5.777 14.528
H 0.837 0.739 17.758
*
```



maximum force of number 7 (C4H11NO2)? 3.4 eV Å⁻¹



Which value of maximum force does entry 8 give? 1.5 eV Å⁻¹



maximum force of number 2 (C4H7NO)? 4.0 eV Å⁻¹